1.
Molecular formula: C15H9N3OS
Method: DFT, ωB97M-V/def2-TZVPD

The geometry in XYZ format:
```
29
Properties=species:S:1:pos:R:3:forces:R:3
S 0.61884 -2.48434 1.66623 0.50 0.14 -0.53
O 3.97645 0.55679 0.07695 -1.13 0.48 0.15
N -3.49644 -1.23372 -1.10082 -1.82 -0.13 -0.40
N -3.94658 -1.89438 1.11828 0.01 -0.90 0.48
N 3.43431 -2.16586 1.57005 -1.35 -0.05 0.57
C 1.76204 1.46756 -0.46163 -1.46 1.80 -0.88
C 0.55184 -0.30227 0.30725 -0.61 -2.26 1.10
C 2.74077 0.54494 0.11329 2.13 -1.00 -0.32
C -0.30802 -1.30731 0.68018 1.60 0.59 0.36
C 0.80241 3.49770 -1.40059 0.72 0.21 -0.77
C -2.63634 -1.92470 1.35636 0.03 1.06 -1.49
C -1.72600 -1.46788 0.39151 0.64 -0.68 1.75
C -0.67218 1.72423 -0.72162 1.55 -0.26 -0.43
C 0.45368 0.95725 -0.34153 -0.95 2.01 -0.70
C 1.90332 2.73592 -0.99811 0.78 0.47 0.06
C -0.46835 2.95829 -1.33944 0.19 -0.16 0.77
C -2.21664 -1.15255 -0.83783 -0.32 0.27 -0.54
C -4.33820 -1.60011 -0.11681 1.29 0.85 0.01
C 1.93158 -0.51877 0.63288 -1.19 -1.20 1.19
C 2.16102 -1.68059 1.34432 0.76 0.33 -1.26
H 4.20056 -1.61039 1.20918 -0.22 -0.10 -0.04
H -5.40815 -1.53463 -0.29562 0.19 -0.21 -0.16
H -1.29060 3.54057 -1.70751 -0.40 0.08 0.00
H 3.55373 -3.15762 1.69358 0.15 0.18 0.06
H 2.90367 3.15113 -1.08718 -0.09 0.02 0.03
H 0.95949 4.49857 -1.85330 -0.09 -0.82 0.42
H -1.66274 1.36634 -0.59409 -0.64 -0.36 0.10
H -2.22004 -2.19248 2.30445 -0.39 -0.26 0.73
H -1.56344 -0.77167 -1.60842 0.09 -0.13 -0.26
```
Forces are in eV/Å.

Calculated values
E_LUMO ... -0.53 eV
SMILES string ... Nc1sc(-c2cncnc2)c2c1C(=O)c1ccccc1-2
Total charge ... 0
HOMO-LUMO gap ... 7.541 eV

***

2.
Molecular formula: C18H21N3OS
Method: DFT, ωB97M-V/def2-TZVPD

The geometry in XYZ format:
```
44
Properties=species:S:1:pos:R:3:forces:R:3
S -0.20823 -1.23530 -2.50299 -1.18 1.92 0.01
O 4.24767 2.39366 0.40296 -8.93 -9.36 4.98
N 1.10157 -1.12208 1.23976 3.22 -6.60 -4.15
N -1.13782 -1.49400 -0.20448 -1.02 -4.72 15.38
N -1.81879 0.43638 -1.09425 4.99 3.00 -3.93
C 4.22439 0.22778 -1.26088 -5.34 1.92 7.94
C 3.64189 -0.93346 -1.37192 -0.24 -2.99 -0.06
C -5.19271 0.19425 0.26867 -2.42 -0.88 1.86
C -3.52193 2.13013 -0.54293 2.46 -3.61 -1.94
C -3.99031 -0.19670 -0.07970 6.59 2.34 -5.23
C 2.61911 0.50856 0.65404 3.90 2.96 -0.56
C -1.25039 -0.83499 1.29064 -4.66 -5.03 -0.72
C 0.01448 -0.38473 1.67017 3.37 -1.30 4.30
C -0.39509 -2.62496 -0.10216 1.20 -3.95 -0.71
C 2.60199 -1.55964 -0.51765 9.74 6.85 -3.50
C -5.72249 1.49459 0.40734 15.46 -0.43 -6.20
C 5.17236 2.94772 -0.18694 5.48 -4.18 -10.82
C -2.95623 0.86410 -0.74745 -10.64 -2.12 7.22
C -4.79981 2.39323 -0.28462 -5.52 3.63 4.42
C 3.73497 1.04008 -0.03352 -2.07 -0.08 0.28
C -1.16078 -0.72854 -1.05734 2.31 5.86 -14.43
C 0.67478 -2.69818 0.89302 1.62 2.68 5.69
C 2.12752 -0.74379 0.29506 -4.99 4.26 7.65
H 0.14967 -0.71440 2.75647 -1.13 1.87 -0.32
H 5.23804 3.75001 0.27354 1.90 8.15 3.56
H 0.35070 -2.98937 2.00149 0.05 0.30 -2.34
H -0.02202 -2.96738 -1.04227 0.00 0.17 -0.61
H -6.57806 1.46269 0.61553 -12.63 1.20 3.11
H 2.36711 0.97868 1.60681 -0.32 -0.10 -0.44
H -2.90978 2.82436 -0.90155 2.15 3.80 -1.28
H -1.92409 -0.06726 1.08845 -1.39 1.00 0.68
H -1.06884 -3.34093 0.21457 -1.67 -2.08 0.49
H 1.52229 -3.43821 0.72098 -0.99 1.57 -0.22
H -1.69664 -1.68511 2.15571 0.97 2.44 -3.19
H 0.27900 0.59569 1.48719 -0.14 2.46 -0.09
H -3.62186 -1.10935 -0.54735 -1.03 -0.85 1.24
H 4.17283 -1.44774 -2.12013 -0.32 -1.66 -1.22
H -5.76684 -0.68443 0.52885 -0.88 0.13 0.24
H 2.20812 -2.26844 -0.89582 -4.85 -9.39 -4.16
H 4.83895 0.90813 -1.47721 6.06 3.49 -4.44
H 4.74064 3.10862 -1.27990 1.82 0.46 1.05
H -1.44846 1.06837 -1.84908 0.32 -1.21 0.86
H 6.19951 2.35131 -0.26065 -1.60 1.17 0.15
H -5.03644 3.59066 -0.21044 0.35 -3.09 -0.55
```
Forces are in eV/Å.

Calculated values
E_LUMO ... 0.31 eV
ΔE to the lowest compared entry with this formula, charge and spin ... 1766.2 kJ/mol
SMILES string ... COc1cccc(N2CCN(C(=S)Nc3ccccc3)CC2)c1
Total charge ... 0
HOMO-LUMO gap ... 7.987 eV

***

3.
Molecular formula: C40H61Cl3FeN3O4S4SbSi3
Method: DFT, ωB97M-V/def2-TZVPD

The geometry in XYZ format:
```
120
Properties=species:S:1:pos:R:3:forces:R:3
Sb 1.50997 -0.56284 2.30005 0.42 -0.47 0.91
Fe 0.25265 0.81829 -1.05434 -1.17 0.30 -0.34
Cl 5.43691 -1.59945 -1.51446 -0.03 -0.04 0.01
Cl 4.68560 0.37855 -3.46026 -0.16 0.07 -0.08
Cl 3.50712 -2.28390 -3.56584 -0.09 0.01 -0.03
S 0.05894 3.39132 -5.59980 -0.02 -0.01 0.05
S -2.07333 1.79589 -0.63991 0.40 -0.02 0.52
S -3.58386 1.56820 -4.48519 0.02 -0.04 0.02
S -0.97700 0.07342 -6.69129 0.03 0.01 0.03
Si 0.21205 -0.46381 4.59414 -0.45 0.06 0.19
Si 3.84118 0.43306 2.95961 0.31 0.35 -0.01
Si 1.96180 -3.14214 2.09150 -0.12 -0.27 -0.19
O 2.16504 2.43794 -1.45896 -0.22 0.07 -0.27
O 0.87591 2.43259 1.12884 -0.16 -0.11 0.06
O -0.42635 -0.85780 0.11569 0.43 0.37 -0.06
O -0.10056 0.81160 -2.88147 0.82 -0.13 -0.17
N -4.13778 0.79768 0.70256 0.20 -0.13 -0.03
N 2.17721 -0.22441 -0.96351 -0.85 0.34 0.66
N -2.72607 -0.77946 -0.14147 -0.19 -0.34 0.12
C 0.29797 -3.97180 2.05559 -0.11 0.11 0.00
C 4.10840 -1.00039 -2.52539 0.24 0.01 -0.02
C -0.32881 4.97126 -5.06586 0.13 -0.03 -0.14
C -1.30296 -1.51650 4.29398 0.04 -0.12 -0.14
C -1.54910 -2.75223 -0.75037 0.03 -0.05 0.01
C 0.43235 -0.56865 -7.42544 -0.10 -0.01 -0.07
C 4.99406 0.37463 1.48460 -0.08 -0.05 -0.13
C -1.56280 -1.35591 -0.21946 -0.17 0.21 -0.02
C 2.95838 -3.38325 0.53657 -0.07 0.15 -0.20
C -5.45271 2.75094 -0.08824 0.04 -0.08 -0.03
C -1.06323 4.94484 -3.92012 -0.08 -0.02 0.15
C 3.56608 2.16666 3.60999 -0.15 0.05 -0.12
C 2.06178 3.31561 -2.59133 0.07 -0.13 0.05
C -1.47833 -5.32596 -1.80412 -0.05 -0.04 0.05
C 3.01766 -0.55347 -1.65107 1.06 -0.55 -0.69
C -0.27787 1.24661 5.17549 0.09 0.12 -0.25
C -0.13358 0.43350 -5.23584 -0.08 0.08 0.08
C -2.62379 -0.56539 -3.48143 -0.06 -0.08 0.06
C -0.40880 -3.21252 -1.40481 0.02 0.06 0.00
C -5.07344 -0.27295 1.05860 0.09 -0.05 0.12
C -0.37553 -4.49248 -1.93663 0.05 0.03 -0.02
C -2.99068 0.52252 0.05408 -0.05 0.26 0.03
C -1.30312 3.61719 -3.46179 -0.07 0.13 0.05
C 1.47598 3.57520 0.54377 -0.02 0.01 0.04
C -4.73971 -0.94972 2.38193 0.03 0.03 -0.03
C -4.02979 -0.77047 -3.57723 0.06 -0.10 0.09
C 1.16701 0.05245 -5.32496 0.10 -0.03 -0.08
C -4.67505 0.30292 -4.11104 -0.06 0.07 -0.06
C -2.65295 -3.59026 -0.62023 0.02 0.03 -0.03
C -2.23298 0.65884 -3.92909 0.04 0.13 -0.15
C 4.66172 -0.52476 4.34379 -0.29 -0.29 0.04
C 2.96755 -3.78632 3.53163 0.10 0.24 0.12
C 1.29209 -1.15722 5.95637 0.31 -0.08 -0.16
C 2.61520 3.08080 -0.28645 0.24 -0.05 -0.12
C 1.50135 -0.52514 -6.58592 0.13 0.02 0.10
C -2.61474 -4.87529 -1.14147 0.02 0.00 -0.01
C -4.56747 2.16282 1.00556 -0.08 0.00 -0.22
C -0.75282 2.66443 -4.26900 0.00 -0.14 -0.02
C -0.07661 2.82927 2.10541 -0.01 -0.18 -0.08
C -0.78123 1.14634 -4.04591 -0.43 -0.09 0.29
H 2.79008 2.17178 4.38251 0.09 0.03 -0.06
H 0.38591 -0.95012 -8.43742 0.03 0.05 0.16
H 3.24410 -4.43513 0.42397 -0.05 0.09 0.06
H -1.08456 -2.57535 4.46412 -0.06 0.11 -0.03
H 2.99422 3.87339 -2.71015 0.03 -0.05 0.01
H 5.79651 1.11068 1.60811 -0.08 -0.06 0.02
H 0.64914 -1.38370 6.81534 0.01 0.05 -0.11
H -3.53180 -3.22367 -0.10497 0.00 0.00 -0.04
H -0.56582 1.93091 2.46751 -0.07 -0.05 0.03
H -4.70815 -0.22394 3.19973 0.00 -0.06 -0.04
H -1.92348 -1.29685 -3.09477 -0.06 0.05 -0.08
H 0.43807 -2.54147 -1.50944 -0.06 -0.06 -0.01
H 3.30439 3.89349 -0.52465 0.05 0.02 -0.08
H 1.84329 0.19759 -4.49746 0.11 -0.01 0.01
H -6.06734 0.17150 1.10753 0.00 0.04 -0.04
H 4.88272 -1.55903 4.07045 0.00 0.10 0.04
H -0.00192 5.82720 -5.64218 -0.09 -0.09 0.10
H 2.38437 -3.09106 -0.34891 0.08 -0.06 0.09
H -3.68172 2.77921 1.13089 0.06 0.00 0.05
H 4.01428 -3.47974 3.46313 -0.08 -0.06 0.02
H 2.93584 -4.88200 3.49614 -0.03 0.11 -0.05
H 0.51235 1.98064 5.00289 -0.07 0.01 0.05
H 0.39128 -4.99559 1.67656 0.02 0.09 0.02
H -1.19507 1.60866 4.70670 0.07 -0.01 0.01
H -0.14338 -4.01705 3.05486 0.06 -0.03 -0.08
H -5.49589 -1.70254 2.61837 0.05 0.07 0.01
H -0.38782 -3.43172 1.39993 0.01 -0.11 0.03
H -3.47626 -5.52443 -1.03978 0.05 0.02 0.01
H 3.87407 -2.78470 0.56790 -0.07 -0.08 0.00
H -1.45438 -6.32779 -2.21737 -0.01 0.06 0.02
H 1.82046 -2.07159 5.68043 -0.07 0.10 0.11
H 2.03290 -0.41775 6.27894 -0.11 -0.09 -0.02
H -6.36120 2.15725 -0.22074 0.05 0.07 0.00
H 4.49468 2.52387 4.06915 -0.07 -0.04 -0.05
H 3.27850 2.87744 2.83069 -0.02 -0.07 0.06
H 2.49071 -0.88167 -6.85414 -0.14 0.04 0.04
H -3.77048 -1.44714 2.31190 -0.05 0.03 0.02
H 0.43399 3.34227 2.92469 -0.01 0.01 0.07
H 0.50581 -4.84011 -2.46429 -0.05 0.03 0.02
H 1.83958 4.24770 1.32754 -0.01 0.06 0.05
H -0.82838 3.48476 1.67174 -0.12 0.07 -0.08
H 0.73888 4.10412 -0.06983 -0.02 0.10 0.01
H -1.43893 5.83281 -3.42371 0.07 -0.09 -0.06
H 3.14800 2.32213 0.29108 0.12 0.06 0.06
H -5.06880 -1.00817 0.25850 -0.01 -0.01 -0.09
H 2.58348 -3.47605 4.50430 0.05 -0.10 -0.07
H 1.22801 4.00999 -2.49423 -0.06 0.03 0.04
H -4.53315 -1.67926 -3.26492 0.07 0.11 -0.03
H 5.61249 -0.02400 4.55982 -0.08 0.00 -0.05
H -0.44614 1.19381 6.25656 -0.01 -0.06 -0.09
H -4.90794 2.76742 -1.03478 -0.05 0.01 0.05
H 4.49934 0.57011 0.52927 0.07 0.02 0.12
H -5.10132 2.12899 1.95710 0.01 -0.03 0.02
H -2.12046 -1.22795 4.96195 0.09 0.00 -0.02
H -1.65136 -1.40748 3.26172 -0.03 -0.02 0.11
H -5.73132 0.42038 -4.31689 0.15 -0.03 0.07
H 4.06694 -0.53319 5.26138 0.11 0.00 -0.09
H -1.87362 3.37522 -2.57118 0.06 0.07 -0.19
H 5.45954 -0.61524 1.42151 -0.06 0.11 -0.01
H -5.74235 3.77317 0.16653 0.00 -0.09 -0.01
H 1.89023 2.68809 -3.45969 -0.02 -0.02 0.01
```
Forces are in eV/Å.

Calculated values
E_LUMO (alpha / beta) ... -2.24 / -5.12 eV
Total charge ... +1
HOMO-LUMO gap (alpha / beta) ... 7.369 / 4.541 eV
Multiplicity ... 6
<S²> ... 8.77

***

4.
Molecular formula: C39H51F6KN5O7P2S
Method: DFT, ωB97M-V/def2-TZVPD

The geometry in XYZ format:
```
112
Properties=species:S:1:pos:R:3:forces:R:3
K 1.66286 -1.13851 0.47572 -0.15 0.58 0.06
S 2.77116 5.39161 3.43584 -0.03 -0.07 0.13
P 4.93567 -3.22056 1.44158 -0.01 0.01 0.09
P -1.78172 -0.89890 -1.60021 -0.02 -0.17 0.01
F 5.74411 -4.49785 2.00373 0.00 0.03 -0.03
F 4.10527 -1.94785 0.83231 0.25 -0.14 -0.04
F 4.68724 -4.03168 0.01996 0.01 -0.12 0.06
F 5.17595 -2.42002 2.81457 0.00 0.00 -0.03
F 6.29729 -2.61376 0.81926 -0.05 -0.01 0.01
F 3.55319 -3.82584 2.00050 0.02 0.01 -0.02
O 1.25975 3.45380 -1.77460 -0.02 -0.02 0.03
O -2.33326 -0.65827 3.34054 0.00 -0.03 0.11
O 2.42244 -2.59794 -1.63533 0.12 -0.01 -0.11
O 0.84297 1.69354 -0.42227 0.03 -0.05 0.02
O 4.58815 -2.63357 -2.21125 -0.09 0.21 -0.14
O -0.86340 -3.86555 3.37317 0.10 -0.03 0.03
O -0.03259 -2.58464 1.67519 -0.18 -0.31 0.13
N -0.04812 -0.38413 3.43919 0.05 -0.04 -0.03
N 3.25592 1.22076 1.68051 0.00 -0.08 -0.02
N -0.42854 2.14389 2.22057 0.05 0.00 0.21
N 2.45648 0.12709 -1.93032 0.03 0.00 0.04
N 5.12801 5.30365 7.35144 0.03 -0.02 0.02
C 3.39436 -2.04587 -2.08961 0.07 -0.15 0.03
C 2.63323 2.63561 3.50539 -0.06 -0.08 0.00
C 3.39163 -0.60666 -2.52312 0.08 -0.04 -0.05
C 2.99835 3.75369 2.77916 0.01 0.08 -0.08
C -2.15061 -2.57440 -0.86025 -0.01 -0.04 0.02
C -2.71277 -0.87306 -3.21942 0.03 0.03 -0.04
C -4.78127 2.54688 -0.45239 0.00 0.01 -0.02
C 3.58573 2.30648 0.98942 0.00 -0.05 -0.01
C -2.42809 1.69656 -0.77340 0.01 0.00 -0.03
C 3.48448 3.59483 1.48971 -0.03 0.04 0.05
C -2.56716 -5.16903 0.11569 0.00 -0.01 0.02
C 3.67479 5.29460 4.94939 0.06 -0.03 -0.13
C 0.10416 -1.59686 4.02320 -0.09 0.03 -0.06
C 1.38161 2.27724 -1.38267 0.03 0.02 -0.09
C 4.32370 -0.09475 -3.41282 -0.10 0.07 0.03
C -1.10754 -3.62530 -1.28826 -0.07 0.06 -0.03
C 3.24617 2.02180 -3.11927 -0.03 0.06 0.01
C -1.49811 1.54021 3.00082 0.06 -0.03 0.08
C -2.24777 0.23741 -5.49275 0.01 0.01 -0.01
C -2.37686 0.43930 -3.97974 0.00 -0.02 0.00
C 4.10107 6.12484 7.15123 -0.05 0.00 -0.05
C 3.34458 6.15541 5.99043 0.01 0.06 0.01
C -1.14029 -4.84973 -0.36194 -0.01 0.02 0.02
C 4.74743 4.42958 5.14471 0.00 -0.03 0.03
C -0.35404 -2.94445 2.79071 -0.09 0.18 -0.13
C 4.22161 1.25483 -3.72829 0.05 -0.04 -0.04
C -1.32873 0.05333 3.28705 0.09 0.05 -0.09
C 2.39054 1.42776 -2.19177 -0.01 -0.08 0.03
C -3.59414 -4.68328 -0.90023 0.00 -0.01 -0.02
C -3.34451 -0.69188 -5.99600 -0.01 0.00 0.00
C -3.33174 2.59693 0.06197 -0.01 0.00 0.01
C -3.17810 -2.09656 -5.38648 -0.01 -0.01 0.00
C -2.81120 0.22497 -0.53149 0.03 0.04 0.02
C -4.35208 0.04390 -0.53811 -0.01 0.00 -0.01
C -3.57923 -3.15020 -0.98250 0.00 -0.02 0.01
C -2.35511 -2.07823 -4.09224 -0.01 0.00 0.00
C 2.79068 1.39113 2.91421 -0.03 0.04 0.01
C 5.42307 4.47064 6.35159 -0.01 0.04 0.01
C -5.07375 1.22824 -1.17905 -0.01 -0.01 -0.01
H -4.63988 -0.86644 -1.06198 -0.01 0.03 0.02
H -3.79416 -0.91159 -3.03783 0.01 0.01 0.00
H -1.37306 1.84680 -0.54337 -0.01 -0.02 0.05
H -2.54693 1.96396 -1.82721 0.00 0.01 -0.01
H -3.16307 1.17514 -3.79236 0.00 0.01 0.00
H 3.85403 6.79252 7.97069 0.01 0.00 0.00
H -2.96148 3.62504 0.06201 0.00 0.00 -0.01
H 5.03780 3.72573 4.37658 0.03 0.02 0.03
H 3.75272 4.44673 0.88027 0.01 0.00 0.00
H -4.31297 -0.27103 -5.70565 0.00 0.00 0.01
H -0.76376 2.93013 1.68141 0.00 0.00 -0.08
H 3.12761 3.07901 -3.31178 -0.01 0.00 0.01
H -3.34575 -0.74687 -7.08777 -0.01 0.00 0.00
H -2.44920 -0.02101 0.47543 -0.01 -0.02 -0.02
H -2.75026 -4.67603 1.07538 0.00 0.02 -0.01
H -3.36114 -5.11406 -1.88135 0.00 0.00 0.00
H -2.52710 -3.00845 -3.55367 -0.02 0.01 0.00
H -4.60044 -5.02774 -0.64317 0.00 0.00 0.00
H -1.26958 -0.19018 -5.73248 0.00 0.00 0.00
H -1.45034 0.87218 -3.59318 0.00 0.00 0.00
H -1.28418 -2.05246 -4.31628 0.00 0.00 0.00
H -4.70496 -0.07860 0.49128 0.01 0.02 0.02
H 6.25443 3.79532 6.52314 0.00 0.00 -0.01
H -0.58839 -1.89528 4.81000 -0.03 0.04 0.00
H 4.91284 1.70683 -4.43049 0.01 -0.02 0.00
H 0.00478 1.50883 1.55939 -0.10 0.06 -0.02
H -4.06141 -2.83397 -1.91319 0.00 -0.02 0.00
H 2.50313 6.82998 5.90070 0.00 0.02 0.01
H -4.96471 3.38099 -1.13675 -0.01 0.01 0.00
H -4.18971 -2.75153 -0.16910 0.01 -0.02 0.01
H -0.10904 -3.18801 -1.30394 0.03 0.00 0.05
H -2.29106 1.20594 -5.99703 -0.01 0.00 0.00
H -1.30414 -3.94531 -2.31530 0.01 0.00 0.01
H 1.14180 -1.89549 4.17826 -0.03 -0.03 0.04
H -4.75786 1.30779 -2.22341 0.01 0.01 0.00
H 3.95247 2.14450 -0.01798 -0.02 0.00 -0.01
H 5.09442 -0.73020 -3.82329 0.01 -0.01 -0.01
H 2.48167 0.50116 3.44709 -0.01 -0.02 0.00
H -4.16299 -2.52405 -5.17546 0.00 -0.01 -0.01
H -5.47903 2.67116 0.38142 0.00 -0.01 0.01
H -1.54143 2.03245 3.98334 -0.07 -0.02 0.02
H -0.71921 -5.70982 -0.89164 -0.02 0.00 -0.02
H -2.69985 -2.76667 -6.10695 0.01 0.01 0.00
H -2.49671 1.63735 2.56007 0.16 -0.06 0.12
H -2.67634 -6.24160 0.29623 0.01 0.00 0.01
H 4.60511 -3.37279 -1.56695 0.02 -0.04 0.02
H -6.15179 1.04186 -1.20265 0.00 -0.01 0.00
H -3.29564 2.25084 1.09884 -0.08 0.08 -0.18
H -1.95254 -2.38856 0.20235 0.01 0.01 -0.02
H 2.20031 2.71701 4.49287 0.00 0.01 0.00
H -0.50593 -4.66265 0.50252 0.03 -0.01 0.01
```
Forces are in eV/Å.

Calculated values
E_LUMO (alpha / beta) ... 3.65 / 3.65 eV
ΔE to the lowest compared entry with this formula, charge and spin ... 0.0 kJ/mol
Total charge ... -2
HOMO-LUMO gap (alpha / beta) ... 6.365 / 7.391 eV
Multiplicity ... 2
<S²> ... 0.76

***

| no. | strongest force on any atom (eV/A) | energy (Eh) |
| --- | --- | --- |
| 1 | 2.58 | -1214.7018 |
| 2 | 16.66 | -1335.5900 |
| 3 | 1.38 | -7371.6432 |
| 4 | 0.61 | -4597.6682 |